The following is a quantum chemistry calculation of one molecule with the formula C6H12N2O at a distorted geometry, from the Open Molecules 2025 dataset.

Values from the calculation:
ΔE to the lowest compared entry with this formula, charge and spin (eV): 2.109
E_tot (a.u.): -420.50637
Molar mass (g/mol): 128.175
Orbital gap (eV): 8.331
Spin multiplicity: 1
SMILES: CC1=C(N)[C@H](C)[C@@]1(N)O

XYZ file:
```
21
C6H12N2O, DFT ωB97M-V/def2-TZVPD
O -0.875 -2.128 0.601
N 1.332 -1.653 0.520
N -1.685 1.703 -0.634
C -0.800 0.780 -0.215
C 0.901 1.144 1.686
C -0.170 -0.257 -0.852
C 0.203 -0.472 -2.295
C -0.379 0.501 1.181
C 0.056 -1.121 0.320
H 1.382 -2.462 1.124
H -1.640 -1.702 1.010
H 0.743 2.189 1.982
H -1.969 1.730 -1.606
H 1.681 1.136 0.918
H 1.294 0.614 2.561
H -1.174 0.524 1.935
H 2.056 -1.431 -0.148
H -1.868 2.531 -0.082
H 1.277 -0.658 -2.401
H -0.292 -1.360 -2.702
H -0.072 0.392 -2.905
```

Results of the Mulliken charge analysis, in e, for atoms 1 through 8: -0.584 -0.424 -0.448 0.286 -1.341 -0.024 -1.370 -0.309